# 1
This record from the Open Molecules 2025 dataset describes a cluster of 14 separate species, C38H109N5O14 in total at a distorted geometry. The level of theory is the ωB97M-V functional and the def2-TZVPD basis.

Computed properties:
* DFT total energy: -2840.17191 Ha
* highest occupied orbital energy: -8.3 eV
* largest force on an atom: 1.72 eV Å⁻¹
* Kohn-Sham gap: 8.518 eV
* energy above the lowest of the compared OMol25 structures with the same formula, charge and spin: 0.0000 eV
* total charge: 0

Structure (XYZ):
```
166
C38H109N5O14 (the ωB97M-V functional and the def2-TZVPD basis)
C 2.092 0.273 -3.486
C 2.633 -0.415 -4.744
O 1.856 -0.239 -5.915
H 1.004 0.181 -3.417
H 2.243 1.354 -3.438
H 2.501 -0.212 -2.598
H 2.564 -1.498 -4.567
H 3.678 -0.166 -4.921
H 0.995 -0.639 -5.708
C 4.824 0.223 1.104
C 4.051 -0.926 0.435
O 2.997 -1.395 1.251
H 4.188 1.070 1.359
H 5.653 0.540 0.466
H 5.313 -0.155 2.004
H 4.702 -1.796 0.315
H 3.741 -0.654 -0.579
H 2.250 -0.785 1.133
C -2.604 -0.022 -4.120
C -1.971 -0.199 -5.500
O -0.861 -1.074 -5.498
H -3.198 -0.887 -3.817
H -3.273 0.842 -4.112
H -1.883 0.143 -3.318
H -1.691 0.771 -5.906
H -2.741 -0.598 -6.169
H -1.121 -1.952 -5.190
C 0.469 3.525 -4.158
C 0.050 3.106 -5.545
O 0.337 4.161 -6.452
H -0.029 4.444 -3.837
H 1.515 3.788 -3.979
H 0.287 2.806 -3.353
H -1.027 2.894 -5.551
H 0.504 2.161 -5.857
H 0.710 3.806 -7.261
C 0.517 -4.159 -4.179
C -0.887 -4.392 -3.648
O -1.553 -3.148 -3.454
H 1.017 -3.384 -3.592
H 0.452 -3.753 -5.191
H 1.146 -5.046 -4.126
H -0.885 -4.940 -2.700
H -1.439 -5.064 -4.314
H -1.824 -3.080 -2.535
C -0.218 -1.111 -1.092
C -0.069 0.308 -0.592
O 0.978 0.421 0.359
H 0.642 -1.522 -1.621
H -1.146 -1.103 -1.663
H -0.303 -1.832 -0.275
H -0.933 0.715 -0.046
H 0.061 0.987 -1.447
H 1.066 1.383 0.572
C -4.770 -0.515 -0.818
C -4.329 -0.515 0.630
O -5.058 -1.558 1.307
H -4.142 0.131 -1.437
H -5.808 -0.181 -0.908
H -4.737 -1.498 -1.288
H -4.517 0.429 1.147
H -3.259 -0.727 0.663
H -5.992 -1.361 1.184
C 1.656 1.644 3.919
C 2.778 2.633 4.190
O 3.116 3.270 2.940
H 1.477 1.021 4.795
H 1.959 1.001 3.092
H 0.740 2.179 3.670
H 3.646 2.139 4.635
H 2.475 3.444 4.860
H 3.801 3.913 3.153
C -2.851 4.234 -2.607
C -2.321 3.373 -1.464
O -3.414 2.593 -0.954
H -3.225 3.514 -3.331
H -2.010 4.810 -2.991
H -3.639 4.879 -2.223
H -1.816 3.843 -0.612
H -1.610 2.615 -1.797
H -4.091 3.150 -0.561
C -1.495 -0.734 4.099
C -0.410 -1.708 3.648
C -0.291 -2.938 4.545
O -0.108 -2.572 5.888
C 1.131 -2.024 6.261
N -0.665 -2.046 2.252
H -1.272 -0.399 5.113
H -2.503 -1.148 4.032
H -1.490 0.166 3.476
H 0.552 -1.181 3.758
H 0.542 -3.554 4.177
H -1.196 -3.547 4.507
H 1.138 -0.939 6.130
H 1.977 -2.452 5.712
H 1.298 -2.260 7.311
H -0.675 -1.200 1.691
H 0.127 -2.572 1.884
C -4.731 -5.170 2.334
C -3.329 -4.598 2.523
C -2.218 -5.632 2.502
O -2.281 -6.389 3.684
C -1.194 -7.265 3.816
N -3.107 -3.635 1.416
H -5.442 -4.346 2.277
H -5.009 -5.778 3.199
H -4.821 -5.779 1.436
H -3.257 -4.001 3.439
H -1.226 -5.167 2.416
H -2.331 -6.252 1.600
H -0.225 -6.796 3.628
H -1.310 -8.138 3.161
H -1.172 -7.702 4.816
H -3.812 -2.896 1.480
H -2.225 -3.145 1.595
C 0.438 6.442 3.717
C -0.779 6.818 2.923
C -1.852 5.742 2.892
O -1.360 4.606 2.174
C -2.337 3.586 2.104
N -1.302 8.145 3.315
H 1.253 7.150 3.578
H 0.801 5.464 3.392
H 0.163 6.388 4.775
H -0.458 6.950 1.883
H -2.819 6.021 2.460
H -2.048 5.370 3.911
H -2.752 3.354 3.088
H -1.859 2.689 1.707
H -3.142 3.795 1.395
H -1.960 8.452 2.602
H -1.911 8.019 4.124
C 1.484 5.313 -0.200
C 1.361 3.801 -0.376
C 2.679 3.175 -0.812
O 3.145 3.715 -2.041
C 4.487 3.388 -2.305
N 0.966 3.168 0.899
H 2.229 5.543 0.567
H 0.540 5.750 0.126
H 1.799 5.775 -1.138
H 0.598 3.553 -1.118
H 2.534 2.102 -1.005
H 3.484 3.309 -0.076
H 4.661 2.310 -2.423
H 5.140 3.755 -1.509
H 4.721 3.818 -3.277
H 0.250 3.759 1.325
H 1.754 3.237 1.550
C 0.720 -5.172 0.363
C 1.928 -5.198 -0.562
C 2.164 -3.861 -1.274
O 3.244 -4.034 -2.147
C 3.640 -2.891 -2.878
N 3.127 -5.640 0.194
H 0.791 -4.401 1.137
H 0.662 -6.117 0.904
H -0.232 -5.019 -0.151
H 1.724 -5.929 -1.348
H 2.279 -3.070 -0.518
H 1.259 -3.615 -1.849
H 4.624 -3.068 -3.295
H 3.676 -2.060 -2.156
H 2.882 -2.558 -3.593
H 3.331 -4.906 0.884
H 3.865 -5.347 -0.463
```

These are the Löwdin partial charges, in e, on atoms 1 to 99: number 1, C, carries -0.06; number 2, C, carries -0.29; number 3, O, carries -0.08; number 4, H, carries 0.06; number 5, H, carries 0.06; number 6, H, carries 0.05; number 7, H, carries 0.06; number 8, H, carries 0.12; number 9, H, carries 0.04; number 10, C, carries -0.07; number 11, C, carries -0.33; number 12, O, carries -0.11; number 13, H, carries 0.05; number 14, H, carries 0.07; number 15, H, carries 0.07; number 16, H, carries 0.11; number 17, H, carries 0.08; number 18, H, carries 0.03; number 19, C, carries -0.08; number 20, C, carries -0.28; number 21, O, carries -0.09; number 22, H, carries 0.07; number 23, H, carries 0.07; number 24, H, carries 0.05; number 25, H, carries 0.09; number 26, H, carries 0.12; number 27, H, carries 0.06; number 28, C, carries -0.09; number 29, C, carries -0.30; number 30, O, carries -0.06; number 31, H, carries 0.06; number 32, H, carries 0.07; number 33, H, carries 0.05; number 34, H, carries 0.10; number 35, H, carries 0.10; number 36, H, carries 0.08; number 37, C, carries -0.07; number 38, C, carries -0.28; number 39, O, carries -0.09; number 40, H, carries 0.04; number 41, H, carries 0.08; number 42, H, carries 0.09; number 43, H, carries 0.11; number 44, H, carries 0.11; number 45, H, carries 0.08; number 46, C, carries -0.06; number 47, C, carries -0.30; number 48, O, carries -0.13; number 49, H, carries 0.06; number 50, H, carries 0.06; number 51, H, carries 0.06; number 52, H, carries 0.11; number 53, H, carries 0.09; number 54, H, carries 0.03; number 55, C, carries -0.09; number 56, C, carries -0.28; number 57, O, carries -0.12; number 58, H, carries 0.05; number 59, H, carries 0.08; number 60, H, carries 0.08; number 61, H, carries 0.11; number 62, H, carries 0.10; number 63, H, carries 0.09; number 64, C, carries -0.07; number 65, C, carries -0.28; number 66, O, carries -0.12; number 67, H, carries 0.06; number 68, H, carries 0.07; number 69, H, carries 0.07; number 70, H, carries 0.11; number 71, H, carries 0.11; number 72, H, carries 0.09; number 73, C, carries -0.05; number 74, C, carries -0.30; number 75, O, carries -0.11; number 76, H, carries 0.07; number 77, H, carries 0.06; number 78, H, carries 0.08; number 79, H, carries 0.09; number 80, H, carries 0.08; number 81, H, carries 0.07; number 82, C, carries -0.04; number 83, C, carries -0.42; number 84, C, carries -0.19; number 85, O, carries -0.18; number 86, C, carries -0.11; number 87, N, carries 0.06; number 88, H, carries 0.08; number 89, H, carries 0.08; number 90, H, carries 0.07; number 91, H, carries 0.12; number 92, H, carries 0.13; number 93, H, carries 0.12; number 94, H, carries 0.07; number 95, H, carries 0.09; number 96, H, carries 0.09; number 97, H, carries 0.05; number 98, H, carries 0.06; number 99, C, carries -0.05

=====

# 2
This record from the Open Molecules 2025 dataset describes a structure of composition C38H24BF4N5S2Tl at a distorted geometry. The level of theory is the ωB97M-V functional and the def2-TZVPD basis.

Computed properties:
* DFT total energy: -3129.71338 Ha
* highest occupied orbital energy (alpha / beta): -3.3 / -3.3 eV
* largest force on an atom: 3.62 eV Å⁻¹
* Kohn-Sham gap (alpha / beta): 4.597 / 4.598 eV
* energy above the lowest of the compared OMol25 structures with the same formula, charge and spin: 0.0000 eV
* total charge: -1

Structure (XYZ):
```
75
C38H24BF4N5S2Tl (the ωB97M-V functional and the def2-TZVPD basis)
Tl 8.872 14.846 13.403
C 9.604 15.353 18.894
C 8.863 14.958 17.818
N 8.759 15.631 16.704
C 9.327 16.837 16.635
C 10.205 17.321 17.707
C 10.268 16.561 18.819
C 10.931 18.484 17.594
C 10.648 19.357 16.536
C 9.795 18.992 15.488
C 9.107 17.729 15.524
N 8.161 17.349 14.555
C 7.222 18.170 14.130
C 6.852 19.429 14.650
C 5.719 20.163 14.197
C 4.966 19.733 13.114
C 5.220 18.484 12.530
C 4.416 17.907 11.535
C 4.709 16.672 11.030
C 5.754 15.954 11.608
N 6.650 16.477 12.490
C 6.325 17.631 13.081
H 9.649 14.684 19.763
H 8.365 14.019 17.869
H 10.878 16.936 19.599
H 11.668 18.589 18.392
H 11.190 20.310 16.525
H 9.584 19.618 14.619
H 7.434 19.778 15.471
H 5.348 20.961 14.827
H 4.225 20.381 12.697
H 3.598 18.450 11.143
H 4.144 16.189 10.209
H 5.985 14.962 11.233
S 12.890 9.071 12.492
C 12.956 7.292 12.429
C 12.102 6.809 11.525
C 11.307 7.858 10.929
C 11.528 9.077 11.481
C 10.874 10.293 11.106
C 10.791 11.464 11.855
N 10.306 12.616 11.387
C 9.954 12.693 10.093
C 9.977 11.555 9.209
C 9.539 11.682 7.799
C 9.146 12.869 7.289
C 9.043 14.017 8.120
C 8.551 15.217 7.644
C 8.694 16.388 8.475
C 8.911 16.158 9.813
N 9.321 14.942 10.321
C 9.443 13.928 9.515
C 8.767 17.664 7.825
C 8.711 17.838 6.432
C 8.747 19.186 6.106
C 8.870 20.043 7.184
S 8.867 19.150 8.658
C 10.403 10.337 9.772
H 13.554 6.834 13.206
H 12.083 5.736 11.239
H 10.549 7.804 10.180
H 11.052 11.500 12.875
H 9.677 10.779 7.183
H 8.947 12.942 6.222
H 8.174 15.313 6.672
H 8.893 16.986 10.511
H 8.567 17.024 5.713
H 8.707 19.551 5.068
H 8.800 21.134 7.250
H 10.455 9.465 9.148
F 12.801 13.848 14.363
B 11.567 14.438 14.673
F 11.171 15.519 13.690
F 11.519 15.138 15.885
F 10.566 13.412 14.547
```

Formally, the Löwdin partial charges of the atoms, in units of the elementary charge, are as follows: number 1, Tl, carries 1.00; number 2, C, carries -0.06; number 3, C, carries -0.17; number 4, N, carries 0.12; number 5, C, carries -0.16; number 6, C, carries -0.21; number 7, C, carries -0.04; number 8, C, carries -0.07; number 9, C, carries -0.09; number 10, C, carries -0.03; number 11, C, carries -0.19; number 12, N, carries 0.02; number 13, C, carries -0.27; number 14, C, carries -0.05; number 15, C, carries -0.10; number 16, C, carries -0.12; number 17, C, carries -0.16; number 18, C, carries -0.06; number 19, C, carries -0.10; number 20, C, carries -0.17; number 21, N, carries 0.02; number 22, C, carries -0.13; number 23, H, carries 0.10; number 24, H, carries 0.10; number 25, H, carries 0.10; number 26, H, carries 0.10; number 27, H, carries 0.09; number 28, H, carries 0.11; number 29, H, carries 0.07; number 30, H, carries 0.09; number 31, H, carries 0.08; number 32, H, carries 0.09; number 33, H, carries 0.10; number 34, H, carries 0.09; number 35, S, carries 1.06; number 36, C, carries -0.38; number 37, C, carries -0.19; number 38, C, carries -0.13; number 39, C, carries -0.55; number 40, C, carries -0.21; number 41, C, carries -0.05; number 42, N, carries 0.15; number 43, C, carries -0.14; number 44, C, carries -0.11; number 45, C, carries -0.02; number 46, C, carries -0.05; number 47, C, carries -0.14; number 48, C, carries 0.06; number 49, C, carries -0.21; number 50, C, carries -0.06; number 51, N, carries 0.11; number 52, C, carries -0.17; number 53, C, carries -0.50; number 54, C, carries -0.12; number 55, C, carries -0.22; number 56, C, carries -0.40; number 57, S, carries 1.08; number 58, C, carries 0.05; number 59, H, carries 0.06; number 60, H, carries 0.11; number 61, H, carries 0.09; number 62, H, carries 0.10; number 63, H, carries 0.11; number 64, H, carries 0.11; number 65, H, carries 0.09; number 66, H, carries 0.11; number 67, H, carries 0.11; number 68, H, carries 0.11; number 69, H, carries 0.07; number 70, H, carries 0.10; number 71, F, carries 0.11; number 72, B, carries -1.20; number 73, F, carries -0.11; number 74, F, carries 0.13; number 75, F, carries -0.06